No. 1
Entry from the OMol25 dataset: 2 unconnected molecules or ions with the total composition C11H13N3O at a distorted geometry (ωB97M-V with the def2-TZVPD basis set).

Last column: natural (NBO) charge in e.
CARTESIAN COORDINATES (ANGSTROEM)
1 O 2.6444 -1.8586 -0.7704  -0.4421
2 N -0.3027 -1.4982 -0.8034  -0.4628
3 N 1.5825 0.0256 0.2434  -0.4192
4 N 1.1516 1.9920 1.2853  -0.4260
5 C -0.2341 -0.6558 -1.8902  -0.0653
6 C -1.0333 -1.1050 0.3212  -0.0814
7 C 1.3828 2.1925 -0.0549  -0.1092
8 C 2.2697 -2.4465 0.4662  -0.1150
9 C 1.7181 1.0464 -0.6789  -0.0657
10 C -1.6223 1.0991 -0.6501  -0.4791
11 C -1.7925 0.0092 0.4088  0.0333
12 C 1.2994 0.7163 1.4086  0.1946
13 C 1.6585 -1.2589 -0.0409  0.5689
14 C -2.7834 0.2413 1.4502  -0.6326
15 C -0.9316 0.4774 -1.8779  -0.1987
16 H -1.1475 1.0137 -2.7620  0.1990
17 H 3.0630 -2.3097 1.2227  0.1875
18 H 1.5204 0.2088 2.2961  0.1894
19 H -3.7090 0.6621 1.0186  0.2172
20 H -2.4642 1.0140 2.2252  0.2182
21 H -2.4893 1.5477 -1.0133  0.2120
22 H 0.3189 -1.0990 -2.7861  0.2121
23 H 1.7534 -3.3797 0.5117  0.2111
24 H 1.8786 0.8971 -1.6594  0.2207
25 H 1.1823 3.0572 -0.5363  0.2022
26 H -1.1114 -1.9195 1.0028  0.1920
27 H -2.8747 -0.6087 1.9763  0.2116
28 H -0.9277 1.9392 -0.3133  0.2275

Forces on the atoms, in the same order (eV/Å):
O -0.448 0.357 -1.113
N 3.494 -0.465 1.464
N 1.380 3.395 0.416
N 0.144 -0.314 -0.317
C -0.427 -0.868 -0.779
C -0.973 0.447 -1.412
C 0.441 -1.885 0.730
C 1.038 0.447 2.178
C -0.861 0.632 1.757
C 3.205 -1.727 -0.213
C 1.301 0.788 -1.251
C 0.106 -0.850 0.684
C -2.611 -2.145 -1.498
C 0.311 3.961 0.046
C -0.639 0.653 0.634
H 0.354 0.528 -1.104
H -0.465 -0.231 -0.252
H -0.517 -0.656 1.427
H 0.154 -0.591 0.277
H -0.088 -0.587 -1.046
H -1.849 0.690 -0.098
H -0.937 0.858 1.228
H -0.347 -0.464 -0.451
H 0.639 -0.679 -2.993
H -0.200 2.857 -1.142
H -0.201 -0.300 0.831
H -1.132 -3.080 1.918
H -0.872 -0.772 0.079

Relative energy (zero: lowest compared OMol25 entry of this formula, charge and spin)   136.0 kcal per mole
Kohn-Sham gap   7.804 eV
Net charge   0
HOMO   -0.27288 Eh
Largest force on an atom   4.0 eV/Å
Lowest unoccupied orbital energy   0.4 eV

---

No. 2
Entry from the OMol25 dataset: a molecular structure, C11H13N3O4S at a distorted geometry (ωB97M-V with the def2-TZVPD basis set).

Last column: natural (NBO) charge in e.
CARTESIAN COORDINATES (ANGSTROEM)
1 S -4.9930 0.1027 -0.1241  1.9778
2 O -6.0260 0.6173 0.8891  -0.8685
3 O 7.0039 -0.0722 -0.2269  -0.3182
4 O -5.5150 -0.3351 -1.6181  -0.8843
5 O 5.9861 1.7823 -0.0939  -0.3896
6 N -0.1382 0.6155 0.1274  -0.2388
7 N 6.0330 0.5610 -0.1742  0.5598
8 N -1.2446 1.2742 -0.0542  -0.3856
9 C 3.4762 0.5937 -0.2413  -0.1481
10 C 2.1285 0.1066 0.0119  -0.1222
11 C 1.0318 0.8533 -0.1105  0.1170
12 C 4.4175 -1.4014 -0.2046  -0.1837
13 C 1.9925 -1.3301 0.1386  -0.1424
14 C -2.5882 0.7007 0.5581  -0.1312
15 C -3.5904 1.1318 -0.3893  -0.6999
16 C -3.9350 -1.1585 0.5334  -0.6541
17 C 4.6298 -0.0729 -0.1488  -0.0028
18 C -2.5839 -0.7374 0.3970  -0.3715
19 C 3.1894 -1.9781 -0.1850  -0.2024
20 H -4.1560 -2.3914 -0.0213  0.2836
21 H -1.1023 2.2650 0.2009  0.3503
22 H 5.4063 -2.0714 -0.1461  0.2416
23 H -1.7119 -1.2342 0.8770  0.2731
24 H 3.0540 -2.8743 -0.0348  0.1943
25 H 0.9930 -1.5447 -0.0956  0.2328
26 H -2.2273 -0.8237 -1.0481  0.1744
27 H 3.5443 1.8183 -0.2270  0.2483
28 H -2.8322 0.9123 1.5993  0.2196
29 H -4.1395 -1.1633 1.5013  0.2296
30 H -4.0383 2.2060 -0.0402  0.2681
31 H 1.1779 2.2287 -0.0951  0.0415
32 H -3.2421 1.4192 -1.5548  0.3316

Forces on the atoms, in the same order (eV/Å):
S -5.190 -0.977 -5.051
O 3.618 -1.528 -2.803
O 2.460 -2.631 -0.239
O 1.943 1.684 6.120
O 0.135 -0.261 -0.096
N -2.297 -5.127 0.434
N -4.339 2.979 0.439
N -1.691 1.906 1.732
C -3.235 6.995 1.785
C 6.419 -4.927 -0.332
C -1.907 10.315 0.379
C 4.825 -3.608 0.560
C 2.412 4.714 -2.563
C 4.062 0.968 -0.964
C -2.534 7.047 -2.324
C -1.823 -5.903 -4.127
C 0.670 -0.555 -0.772
C 4.670 -1.299 -5.612
C -1.320 6.683 1.036
H 0.352 4.202 1.889
H -0.395 -0.059 -0.320
H -2.434 1.236 -0.399
H -1.138 -0.037 -0.092
H -0.200 -9.677 0.477
H -1.187 -1.750 0.641
H -0.944 -0.042 4.206
H -0.157 -3.171 -0.387
H 0.413 0.760 0.138
H -1.476 -0.675 4.528
H 0.971 -2.213 -0.841
H 0.310 -3.350 -0.723
H -0.993 -1.700 3.279

Kohn-Sham gap   8.142 eV
Net charge   0
HOMO   -0.32918 Eh
Largest force on an atom   10.5 eV/Å
Lowest unoccupied orbital energy   -0.8 eV

---

No. 3
Entry from the OMol25 dataset: a molecular structure, C11H13N4O5Tl at a distorted geometry (ωB97M-V with the def2-TZVPD basis set).

Last column: Löwdin charge in e.
CARTESIAN COORDINATES (ANGSTROEM)
1 Tl -0.6925 -0.0097 -2.2549  0.7441
2 O -4.4702 -0.0245 -0.7065  0.1270
3 O 0.0276 0.0169 -7.0625  0.0970
4 O -1.1721 3.9534 -2.3719  0.1458
5 O 2.5492 -0.0093 -4.0843  0.1794
6 O -1.0653 -3.9903 -2.2751  0.1472
7 N 1.9955 -0.2172 1.6733  -0.0682
8 N 0.1956 1.3447 2.3229  -0.0586
9 N -0.1704 -1.0981 2.4769  -0.0532
10 N -0.0261 -0.0069 0.2370  -0.1335
11 C 1.4790 -0.2240 0.3074  -0.1808
12 C 1.6649 1.0860 2.3187  -0.1184
13 C -0.4489 0.2360 3.0786  -0.1266
14 C -1.0066 -2.8529 -2.2328  0.0185
15 C -0.6639 -1.0912 1.0737  -0.1531
16 C -0.1928 0.0119 -5.9461  0.0111
17 C 1.6169 -0.0375 -3.4290  -0.0116
18 C -1.1356 2.8179 -2.2536  0.0181
19 C -0.2963 1.3120 0.9290  -0.1635
20 C -3.4744 0.0121 -1.2609  -0.0297
21 C 1.3128 -1.2834 2.4558  -0.1206
22 H 2.0320 1.0747 3.3366  0.1371
23 H 1.9727 0.6003 -0.2501  0.1333
24 H -1.7541 -0.9089 1.0985  0.1288
25 H 1.5554 -2.2688 2.0058  0.1445
26 H 1.6929 -1.2522 3.4678  0.1360
27 H -0.0514 0.2475 4.0850  0.1357
28 H 2.1678 1.8941 1.7529  0.1425
29 H 1.7035 -1.2136 -0.1348  0.1356
30 H -2.2076 -0.0341 -3.4386  0.0934
31 H -0.4244 -2.0818 0.6315  0.1289
32 H 0.2224 2.1229 0.3681  0.1312
33 H -1.5454 0.4031 3.1215  0.1460
34 H -1.3906 1.4709 0.9601  0.1366

Forces on the atoms, in the same order (eV/Å):
Tl -1.828 -0.071 0.088
O 2.376 0.091 -1.456
O -0.524 -0.011 2.376
O 0.017 -3.287 0.341
O -2.708 -0.104 1.984
O 0.089 3.022 0.091
N -1.405 0.224 0.043
N 0.237 -1.367 -0.977
N 0.580 1.087 -1.299
N 0.603 0.055 -0.408
C 0.910 -0.062 0.199
C -0.132 0.226 -1.047
C -0.499 0.059 -0.457
C 0.029 -3.060 -0.014
C -0.322 -0.818 0.916
C 0.510 0.013 -2.416
C 2.832 0.118 -1.874
C 0.111 3.333 -0.270
C -0.098 1.036 0.665
C -2.886 -0.075 2.069
C -0.195 -0.312 -0.862
H 0.041 0.043 0.157
H -0.300 -0.515 0.164
H 0.476 -0.182 -0.126
H -0.178 0.523 0.291
H -0.002 -0.071 0.212
H -0.016 -0.029 0.221
H -0.219 -0.344 0.347
H -0.104 0.496 0.029
H 2.163 0.020 0.898
H -0.229 0.633 0.119
H -0.449 -0.555 0.251
H 0.620 -0.105 -0.051
H 0.500 -0.009 -0.202

Relative energy (zero: lowest compared OMol25 entry of this formula, charge and spin)   8.4 kcal per mole
Kohn-Sham gap (alpha / beta)   5.465 / 5.466 eV
Net charge   +2
HOMO (alpha / beta)   -0.57624 / -0.57625 Eh
Largest force on an atom   3.6 eV/Å
Lowest unoccupied orbital energy (alpha / beta)   -10.2 / -10.2 eV

---

No. 4
Entry from the OMol25 dataset: a molecular structure, C11H13N9O6PdS (ωB97M-V with the def2-TZVPD basis set).

Last column: natural (NBO) charge in e.
CARTESIAN COORDINATES (ANGSTROEM)
1 Pd -0.2055 1.2147 0.0816  0.9182
2 S 4.3790 -1.1479 1.3494  2.4246
3 O 3.3830 -2.1596 1.6539  -1.0085
4 O 0.8181 -2.6280 -0.7576  -0.3649
5 O 1.4405 -0.6208 -1.2066  -0.3822
6 O 5.2264 -0.7588 2.4555  -0.9839
7 O 5.0379 -1.2862 0.0679  -0.9956
8 O -1.9397 1.1792 -0.9973  -0.7408
9 N -2.1574 0.3140 1.7507  -0.6683
10 N -2.2417 -1.0278 1.3565  -0.4223
11 N -1.5980 -2.8206 0.1277  -0.7572
12 N -1.2762 -0.0348 -2.8129  -0.8056
13 N 0.7072 -1.4264 -0.6787  0.6486
14 N 0.4845 3.1663 0.1373  -0.7362
15 N -0.2760 -0.8481 0.1390  -0.4976
16 N -3.9561 -2.0410 -3.7513  -0.3448
17 N -4.9256 0.0861 0.1578  -0.4343
18 C 2.7564 2.2426 -0.2416  -0.2747
19 C -3.7876 -1.2576 -2.9218  0.2785
20 C 1.6063 2.3899 0.5421  0.1784
21 C 3.3399 0.3117 1.1043  -0.2646
22 C -2.2046 0.2993 -1.8961  0.6610
23 C 3.6125 1.2113 0.0552  -0.1099
24 C 2.2560 0.5016 1.9188  -0.1630
25 C 1.3482 1.5419 1.6514  -0.3317
26 C -1.3363 -1.5793 0.5218  0.6531
27 C -4.3161 -0.1030 -0.8064  0.3365
28 C -3.4723 -0.3117 -1.9168  -0.5468
29 H 2.0870 -0.1775 2.7443  0.2610
30 H -0.8808 -3.3396 -0.3547  0.4527
31 H -3.1861 -1.3892 1.2659  0.4074
32 H 0.6016 3.6812 -0.7274  0.4228
33 H -2.8862 0.8291 1.2604  0.4012
34 H -2.3810 -3.3071 0.5299  0.4143
35 H -1.4514 -0.7909 -3.4553  0.4228
36 H 4.4907 1.0217 -0.5490  0.2684
37 H -0.3278 0.2778 -2.6900  0.4123
38 H 0.5877 1.8074 2.3794  0.2495
39 H 2.9261 2.8958 -1.0886  0.2277
40 H 0.0467 3.7351 0.8537  0.4183
41 H -2.3292 0.3493 2.7480  0.3757

Forces on the atoms, in the same order (eV/Å):
Pd 0.035 -0.132 -0.012
S 0.047 0.051 -0.017
O -0.041 -0.013 -0.002
O -0.172 0.005 -0.158
O -0.149 0.015 -0.200
O -0.016 -0.025 0.009
O 0.001 -0.009 0.011
O 0.010 0.073 -0.087
N 0.038 -0.008 0.034
N -0.179 0.095 -0.052
N 0.030 0.001 0.024
N 0.034 -0.086 0.001
N 0.359 -0.088 0.493
N 0.007 0.010 -0.019
N -0.126 -0.018 -0.082
N 0.004 0.017 -0.038
N 0.056 -0.120 0.040
C -0.010 -0.024 -0.004
C -0.003 -0.049 0.072
C -0.043 0.039 -0.001
C 0.014 0.012 -0.023
C -0.087 0.051 0.034
C -0.015 0.004 -0.002
C -0.007 -0.013 -0.006
C 0.030 0.042 0.077
C 0.099 -0.057 -0.081
C -0.032 0.170 -0.026
C 0.077 -0.057 -0.005
H 0.001 0.009 0.008
H 0.014 0.010 -0.020
H 0.023 -0.018 0.046
H -0.001 0.002 -0.002
H -0.027 0.019 0.019
H 0.010 -0.009 0.003
H -0.012 0.024 -0.027
H 0.002 0.000 0.004
H 0.019 0.078 -0.037
H 0.015 0.005 0.016
H 0.000 0.000 0.002
H -0.005 -0.010 0.007
H -0.001 0.003 0.002

Relative energy (zero: lowest compared OMol25 entry of this formula, charge and spin)   2.5 kcal per mole
Kohn-Sham gap (alpha / beta)   6.360 / 6.361 eV
Net charge   0
HOMO (alpha / beta)   -0.31336 / -0.31336 Eh
Largest force on an atom   0.6 eV/Å
Lowest unoccupied orbital energy (alpha / beta)   -2.2 / -2.2 eV

---

- Which of these has the highest largest force on an atom?
  C11H13N3O4S

---

- largest force on an atom of number 1 (C11H13N3O)?
  4.0 eV/Å

---

- Which of these has the highest largest force on an atom?
  C11H13N3O4S